(1)
Computed, not measured: C40H40AsNO3PPbS2 as an isolated structure at a distorted geometry, with ωB97M-V/def2-TZVPD.

```
! wB97M-V def2-TZVPD RIJCOSX def2/J DEFGRID3
* xyz -1 1
Pb 1.04965 -0.40454 -0.07936
S 2.76146 0.94875 1.65423
C 3.73159 1.97145 0.65337
C 5.12647 2.04425 0.87017
C 5.92341 2.92957 0.13769
C 5.33341 3.76349 -0.81361
C 3.95835 3.71077 -1.04927
C 3.16848 2.81168 -0.33713
As 1.25575 2.53489 -0.60430
C 0.71038 3.73075 0.84362
C 0.19504 3.17241 2.00998
C -0.14485 3.98731 3.08808
C 0.02745 5.37165 2.99621
C 0.55145 5.92564 1.82897
C 0.90138 5.10712 0.74715
C 0.79528 3.71685 -2.11007
C -0.44348 4.35591 -2.06035
C -0.87238 5.13581 -3.14330
C -0.06123 5.26171 -4.27620
C 1.14152 4.55956 -4.34709
C 1.55737 3.74875 -3.28080
H 5.54573 1.38346 1.62089
H 6.99194 2.95793 0.30812
H 5.92906 4.46199 -1.38058
H 3.50837 4.37957 -1.76771
H 0.11918 2.09697 2.07040
H -0.53768 3.53625 3.99110
H -0.23864 6.01417 3.82764
H 0.70400 6.99523 1.75030
H 1.33263 5.54183 -0.15175
H -1.07260 4.25367 -1.18405
H -1.82558 5.64445 -3.07949
H -0.37118 5.88649 -5.09982
H 1.78125 4.60977 -5.21969
H 2.48927 3.18789 -3.34908
N 0.24850 -1.47052 2.00745
C -0.40534 -0.62391 2.94912
C 0.08160 -0.62846 4.26164
C -0.51078 0.16876 5.23602
C -1.60677 0.97106 4.90339
C -2.08330 0.98057 3.59853
C -1.50584 0.18996 2.58057
C -1.99045 0.39423 1.21990
C -3.37649 0.68029 1.06674
C -3.87653 1.13397 -0.14406
C -3.01210 1.28216 -1.22571
C -1.66564 0.90309 -1.09340
C -1.14494 0.45497 0.10551
H 1.02692 -1.95695 2.44503
H -0.42822 -2.17248 1.60586
H 0.93342 -1.25535 4.51076
H -0.11087 0.16345 6.24018
H -2.07935 1.60007 5.64152
H -2.90148 1.63201 3.31148
H -4.01546 0.55743 1.93346
H -4.92874 1.37266 -0.24187
H -3.34347 1.67430 -2.17854
H -1.03380 0.99189 -1.97911
C 3.76155 -7.78713 -0.11432
C 2.62426 -6.81847 -0.21271
C 2.24633 -6.02814 0.88428
C 1.20551 -5.11023 0.78830
C 0.51485 -4.98071 -0.42260
C 0.85069 -5.77793 -1.51416
C 1.89439 -6.69813 -1.40492
S -0.72621 -3.64057 -0.59592
O -1.15210 -3.41525 0.82999
O -2.85583 -5.33934 -2.14010
O 0.19203 -2.53886 -1.08430
H 4.31399 -7.63023 0.81408
H 4.44809 -7.67486 -0.96159
H 3.41611 -8.82404 -0.13531
H 2.79122 -6.11145 1.81890
H 0.93850 -4.52920 1.66228
H 0.33047 -5.65905 -2.45918
H 2.15708 -7.29228 -2.26662
C -3.87162 -2.62053 -0.34827
P -2.98225 -2.52317 -1.95975
C -3.47543 -4.19618 -2.69020
C -4.28232 -1.58893 -2.89467
H -4.88154 -3.03729 -0.45973
H -4.00176 -1.62810 0.07667
H -3.32617 -3.22261 0.37470
H -4.56535 -4.28657 -2.57254
H -1.97473 -5.11750 -1.81691
H -3.30084 -4.09516 -3.77416
H -5.24694 -2.06465 -2.76387
H -4.00846 -1.57126 -3.94737
H -4.32659 -0.56882 -2.52876
*
```

The value obtained for the energy above the lowest of the compared OMol25 structures with the same formula, charge and spin is 6.2 kcal per mole. The calculation puts the gap between HOMO and LUMO at 6.8 eV.

For each atom in turn, the Löwdin charge in e is: 1.0437, 0.4469, -0.7437, -0.1310, -0.1056, -0.1169, -0.1241, -0.3997, 1.2276, -0.3624, -0.1140, -0.0685, -0.0976, -0.0943, -0.1069, -0.3813, -0.1213, -0.0828, -0.1034, -0.0939, -0.1194, 0.0849, 0.0896, 0.0845, 0.0785, 0.0498, 0.0886, 0.0916, 0.0914, 0.1021, 0.1017, 0.0952, 0.0897, 0.0943, 0.1000, -0.0165, -0.2445, -0.0325, -0.0887, -0.1041, -0.0482, -0.1422, -0.2166, -0.0669, -0.1099, -0.1188, -0.1906, -0.2943, 0.0885, 0.0404, 0.1100, 0.0936, 0.0926, 0.1075, 0.1043, 0.0974, 0.0952, 0.0828, -0.0690, -0.2839, -0.0452, -0.0640, -0.3083, -0.0757, -0.0476, 0.6749, -0.5110, -0.1476, -0.6889, 0.0703, 0.0783, 0.0772, 0.1037, 0.0989, 0.1084, 0.1043, -0.2775, 0.8646, -0.4453, -0.3026, 0.0417, 0.0128, 0.0114, 0.0740, -0.0126, 0.0729, 0.0257, 0.0286, -0.0003

***

(2)
Computed, not measured: C40H40BrFIrN8O3 as an isolated structure, with ωB97M-V/def2-TZVPD.

```
! wB97M-V def2-TZVPD RIJCOSX def2/J DEFGRID3
* xyz 4 2
Ir -0.37805 0.02615 0.76554
C -3.28906 -0.16631 0.77450
N -2.20952 0.32549 -0.15390
C -2.20102 -0.41097 -1.45662
C -1.28395 -1.60994 -1.40324
C -1.42966 -2.67372 -2.26732
C -0.49899 -3.70607 -2.23564
C 0.55570 -3.64398 -1.33992
C 0.64533 -2.55994 -0.49102
N -0.25649 -1.56951 -0.52017
C -2.41261 1.80228 -0.27980
C -1.91470 2.47200 0.97390
C -2.39950 3.70567 1.35620
C -1.84771 4.34548 2.45669
C -0.81263 3.72708 3.13935
C -0.38106 2.48673 2.71935
N -0.92580 1.85076 1.66867
C -2.83203 -1.33589 1.57729
C -3.68823 -2.31028 2.04791
C -3.17604 -3.33807 2.82577
C -1.81093 -3.37111 3.07486
C -1.01022 -2.37178 2.56625
N -1.51412 -1.34211 1.85923
H -4.18841 -0.38583 0.19928
H -3.52794 0.65055 1.45807
H -1.83466 0.27985 -2.21656
H -3.21365 -0.70826 -1.73011
H -2.25997 -2.69572 -2.96062
H -0.60341 -4.55045 -2.90425
H 1.30065 -4.42478 -1.28835
H 1.44861 -2.46318 0.22375
H -3.46870 2.01906 -0.45049
H -1.83362 2.15248 -1.12959
H -3.19893 4.16509 0.79006
H -2.21667 5.31344 2.76946
H -0.33898 4.19418 3.99103
H 0.43262 1.99370 3.22444
H -4.74222 -2.26188 1.80841
H -3.82785 -4.10900 3.21545
H -1.36202 -4.16933 3.64904
H 0.05886 -2.39048 2.71539
F 7.10267 -2.03822 -3.51389
C 6.22956 -1.03676 -3.70708
C 5.16016 -0.96011 -2.86435
C 4.18983 0.03066 -3.02950
C 3.02870 0.07026 -2.13878
O 2.84003 -0.77910 -1.25812
C 2.09889 1.13198 -2.41671
C 2.30978 1.97780 -3.48864
N 3.38198 1.94001 -4.27001
C 3.49539 2.87509 -5.38263
C 4.54114 3.94980 -5.32716
C 3.09246 4.30233 -5.18055
C 4.35412 0.94299 -4.07766
C 5.45881 0.85931 -4.92634
C 6.42524 -0.13540 -4.77957
N 7.51539 -0.20824 -5.64376
C 7.38356 0.14212 -7.05116
C 8.51717 1.08212 -7.45417
N 9.78565 0.65712 -6.73943
C 9.76652 -0.80791 -6.41240
C 8.66387 -1.08897 -5.39150
C 0.84147 1.33693 -1.70350
O -0.15184 1.80218 -2.21236
O 0.80255 1.08099 -0.34532
H 5.05303 -1.69367 -2.07704
H 1.58176 2.74034 -3.72930
H 3.27618 2.41090 -6.33604
H 5.04671 4.20843 -6.24692
H 5.14809 4.00235 -4.43314
H 2.58650 4.78929 -6.00100
H 2.76602 4.61456 -4.19818
H 5.57164 1.60256 -5.69932
H 6.43601 0.63054 -7.25319
H 7.39638 -0.76231 -7.66737
H 8.32145 2.11118 -7.16146
H 8.70959 1.04609 -8.52460
H 9.88622 1.19139 -5.87498
H 10.60138 0.88015 -7.31292
H 10.73941 -1.08973 -6.01639
H 9.61675 -1.33108 -7.35431
H 9.04028 -0.90538 -4.38634
H 8.41705 -2.14986 -5.46642
Br 4.71627 -0.78747 5.09704
C 3.32976 -0.58396 3.88366
C 2.01164 -0.46145 4.32725
C 1.01203 -0.31397 3.39899
N 1.24330 -0.28755 2.06710
C 2.51411 -0.40338 1.64166
C 3.57099 -0.55218 2.51604
H 1.77113 -0.48181 5.38110
H -0.01678 -0.21991 3.72073
H 2.67107 -0.38371 0.56954
H 4.57426 -0.64164 2.12474
*
```

The value obtained for the energy above the lowest of the compared OMol25 structures with the same formula, charge and spin is 0.0 kcal per mole. Its expectation value of S² is 0.76. The calculation puts the gap between HOMO and LUMO (spin up / spin down) at 7.4 / 4.0 eV.

For each atom in turn, the Löwdin charge in e is: 1.6253, -0.0603, -0.2469, -0.0515, -0.2089, 0.0345, 0.0210, 0.0096, -0.0819, -0.0460, -0.0814, -0.2309, 0.0359, 0.0264, 0.0103, -0.0649, -0.0302, -0.2245, 0.0427, 0.0298, 0.0144, -0.0898, -0.0464, 0.1548, 0.1484, 0.1326, 0.1513, 0.1418, 0.1387, 0.1345, 0.1145, 0.1579, 0.1151, 0.1435, 0.1416, 0.1358, 0.1061, 0.1441, 0.1427, 0.1370, 0.1119, 0.0873, -0.1766, 0.0909, -0.0565, -0.2939, 0.0000, -0.0283, 0.0607, 0.0323, -0.2479, -0.0776, -0.0670, -0.0995, 0.0736, -0.1117, -0.0684, -0.1207, -0.0560, 0.0780, -0.0722, -0.1140, -0.4323, 0.1012, -0.1353, 0.1433, 0.1560, 0.1627, 0.1146, 0.1207, 0.1220, 0.1129, 0.1056, 0.1262, 0.1428, 0.1381, 0.1457, 0.1880, 0.1927, 0.1494, 0.1429, 0.1381, 0.1406, 0.9328, -0.6664, -0.0580, -0.1712, -0.1065, -0.0822, -0.0472, 0.1301, 0.1173, 0.0774, 0.1266